Entry 1:
Entry from OMol25: a structure of composition BH22O9 at a distorted geometry (ωB97M-V with the def2-TZVPD basis set).

Element x y z (Å)
B: 0.354 -0.303 0.033
H: 1.311 0.159 0.222
H: -0.483 0.303 0.344
H: 0.316 -0.451 -1.035
H: 0.305 -1.281 0.487
O: -1.730 -0.620 -1.081
H: -2.321 -0.550 -0.332
H: -0.854 -0.517 -0.707
O: 2.513 -0.500 -1.055
H: 1.783 -0.855 -0.548
H: 2.238 0.389 -1.281
O: -0.547 -0.608 -2.860
H: 0.260 -0.977 -2.503
H: -1.105 -0.465 -2.095
O: 0.234 1.469 -1.661
H: -0.544 1.893 -1.296
H: 0.353 0.685 -1.125
O: 0.340 1.785 1.417
H: -0.589 1.986 1.523
H: 0.356 1.010 0.855
O: 0.865 -1.159 2.219
H: 0.394 -0.391 2.540
H: 0.666 -1.188 1.283
O: -1.732 2.094 1.210
H: -2.556 2.571 1.311
H: -1.674 1.911 0.272
O: -1.363 -3.273 -0.274
H: -1.863 -3.498 -1.058
H: -1.115 -2.358 -0.402
O: 2.364 1.034 2.084
H: 1.467 1.368 2.088
H: 2.357 0.336 1.429

Cartesian forces, eV/Å:
0.397 -1.322 0.758
1.467 1.634 1.300
-2.701 0.599 1.047
0.421 -1.609 -2.193
-1.996 -3.493 -3.204
-6.670 -0.916 2.936
-0.451 0.040 0.191
0.022 -0.067 0.571
2.669 -1.035 -1.656
1.165 -0.466 -0.541
0.113 0.218 -0.110
1.866 -1.113 -4.009
0.308 -0.165 -0.715
-0.115 0.441 -2.686
0.192 3.306 -1.304
0.132 0.325 -0.196
0.105 0.886 -0.659
1.783 2.327 1.154
1.923 0.346 1.370
0.618 0.935 0.398
0.678 -1.274 4.227
0.132 0.197 0.268
1.057 -0.138 2.682
-6.396 0.759 -1.138
-0.454 0.259 0.290
0.038 -0.138 -0.402
-0.029 -0.724 0.422
-0.042 0.081 -0.233
-0.017 0.050 -0.188
3.577 -0.383 0.974
-0.169 0.549 0.221
0.374 -0.108 0.423

Results
Calculated total energy: -19450.180 eV
HOMO level: -5.6 eV
Total charge: -1
Energy relative to the best compared isomer or geometry (same formula, charge and spin): 289.4 kcal/mol
HOMO-LUMO gap: 7.719 eV
Molar mass: 176.979 g/mol

Let us look at the Mulliken charges, expressed in e, one per atom: -1.59 0.13 0.58 -0.09 0.66 -0.72 0.37 -0.90 -0.75 0.67 0.38 -0.79 0.16 0.63 -0.64 0.42 0.25 -0.93 0.47 0.76 -0.86 0.36 0.07 -0.49 0.29 0.29 -0.72 0.28 0.64 -0.75 0.39 0.43

Entry 2:
Entry from OMol25: a cluster of 10 separate species, BH22O9 in total at a distorted geometry (ωB97M-V with the def2-TZVPD basis set).

Element x y z (Å)
B: -0.237 0.299 -0.121
H: 0.399 0.907 0.605
H: 0.358 -0.671 -0.212
H: -1.315 0.106 0.202
H: -0.280 0.828 -1.130
O: -2.518 1.940 -1.632
H: -1.788 2.029 -2.249
H: -2.243 1.217 -1.047
O: 0.359 -0.867 2.711
H: 0.343 -0.791 1.743
H: -0.568 -0.915 2.959
O: 0.186 -3.471 0.164
H: -0.270 -4.028 -0.471
H: -0.437 -2.761 0.349
O: -2.875 -3.134 0.612
H: -3.830 -3.030 0.636
H: -2.595 -2.651 -0.182
O: -0.925 2.524 2.189
H: -0.573 1.837 1.598
H: -0.313 2.536 2.930
O: 2.781 2.573 1.604
H: 3.039 1.987 2.320
H: 2.091 2.088 1.134
O: 2.661 0.252 -0.794
H: 2.858 -0.492 -1.370
H: 1.683 0.236 -0.695
O: -1.568 -1.918 -1.683
H: -0.895 -2.331 -2.229
H: -1.126 -1.136 -1.284
O: 2.495 2.669 -2.153
H: 2.491 1.937 -1.503
H: 2.613 2.233 -3.000

Cartesian forces, eV/Å:
-0.011 0.167 -0.213
0.766 1.272 1.250
0.676 -1.982 -0.237
-1.698 -0.384 0.946
0.287 0.798 -1.746
-0.483 -0.082 -0.069
0.141 -0.023 0.117
0.103 0.328 -0.118
0.075 -0.124 0.082
0.019 0.096 0.173
-0.031 0.036 -0.073
0.427 -0.250 -0.028
-0.175 0.010 0.096
-0.039 0.039 0.042
-0.108 -0.030 -0.035
0.009 0.047 0.037
0.077 -0.012 -0.130
-0.071 0.001 0.123
-0.143 0.136 0.050
0.067 -0.026 -0.040
-0.002 0.101 0.126
-0.035 -0.102 -0.058
0.005 -0.006 -0.022
-0.199 0.074 -0.003
-0.015 -0.038 0.027
0.446 -0.256 0.074
-0.196 0.266 -0.012
0.064 0.024 0.057
-0.114 -0.334 -0.154
-0.057 0.120 0.153
0.235 0.220 -0.428
-0.018 -0.084 0.013

Results
Calculated total energy: -19462.096 eV
HOMO level: -7.4 eV
Total charge: -1
Energy relative to the best compared isomer or geometry (same formula, charge and spin): 14.6 kcal/mol
HOMO-LUMO gap: 10.166 eV
Molar mass: 176.979 g/mol

Let us look at the Mulliken charges, expressed in e, one per atom: 0.15 -0.52 -0.01 -0.05 -0.23 -0.71 0.31 0.38 -0.67 0.41 0.33 -0.61 0.34 0.29 -0.64 0.29 0.35 -0.67 0.38 0.32 -0.68 0.31 0.27 -0.73 0.26 0.21 -0.78 0.30 0.45 -0.68 0.36 0.27

Entry 3:
Entry from OMol25: a cluster of 2 separate species, BH3S3 in total at a distorted geometry (ωB97M-V with the def2-TZVPD basis set).

Element x y z (Å)
B: 0.470 0.322 0.127
S: -2.613 -0.460 -0.512
S: 0.993 1.349 1.426
S: 1.166 -0.661 -1.132
H: -2.307 -1.604 -1.111
H: -0.172 1.587 2.034
H: 2.464 -0.533 -0.831

Cartesian forces, eV/Å:
-1.340 -0.649 -0.420
1.106 0.798 0.514
0.340 0.241 0.228
-0.364 -0.133 -0.250
0.224 -0.332 -0.145
-0.265 -0.066 -0.082
0.299 0.142 0.155

Results
Calculated total energy: -33228.993 eV
HOMO level (spin up / spin down): -8.9 / -8.2 eV
Energy relative to the best compared isomer or geometry (same formula, charge and spin): 77.0 kcal/mol
HOMO-LUMO gap (spin up / spin down): 7.901 / 6.488 eV
Molar mass: 110.037 g/mol

Let us look at the Mulliken charges, expressed in e, one per atom: 0.42 -0.36 -0.24 -0.22 0.09 0.18 0.13

Entry 4:
Entry from OMol25: a cluster of 2 separate species, BH4NO in total at a distorted geometry (ωB97M-V with the def2-TZVPD basis set).

Element x y z (Å)
B: -0.203 0.152 0.183
N: 0.803 -0.567 -0.484
O: -1.427 0.290 -0.264
H: 0.374 0.805 1.786
H: 1.724 -0.320 -0.110
H: 0.732 -1.235 -1.335
H: -2.002 0.874 0.225

Cartesian forces, eV/Å:
2.853 0.384 2.734
0.479 -0.727 -0.823
-1.662 0.211 -0.523
-1.243 -1.097 -3.235
-0.431 -0.867 -0.647
0.193 2.003 2.210
-0.190 0.093 0.284

Results
Calculated total energy: -4279.056 eV
HOMO level: -9.6 eV
Energy relative to the best compared isomer or geometry (same formula, charge and spin): 42.2 kcal/mol
HOMO-LUMO gap: 10.361 eV
Molar mass: 44.850 g/mol

Let us look at the Mulliken charges, expressed in e, one per atom: 0.03 -0.30 -0.41 -0.11 0.22 0.25 0.33

Entry 5:
Entry from OMol25: the molecule BH4NO2 at a distorted geometry (ωB97M-V with the def2-TZVPD basis set).

Element x y z (Å)
N: -0.291 0.947 0.772
B: 0.025 -0.011 -0.204
O: -0.196 0.008 -1.548
O: 0.594 -1.302 0.566
H: -0.320 1.908 0.653
H: -0.534 0.568 1.607
H: -0.317 -0.855 -1.932
H: 1.282 -1.570 -0.018

Cartesian forces, eV/Å:
0.812 -0.308 -3.229
0.812 -3.110 2.576
0.255 0.661 0.395
-2.144 3.148 -1.920
-0.558 1.681 -0.183
-0.306 -0.800 3.076
0.217 -0.430 -0.172
0.913 -0.843 -0.543

Results
Calculated total energy: -6329.172 eV
SMILES: NB(O)O
HOMO level: -10.0 eV
Energy relative to the best compared isomer or geometry (same formula, charge and spin): 19.6 kcal/mol
HOMO-LUMO gap: 10.372 eV
Molar mass: 60.849 g/mol

Let us look at the Mulliken charges, expressed in e, one per atom: -0.32 0.46 -0.51 -0.60 0.20 0.21 0.31 0.26

Entry 6:
Entry from OMol25: a cluster of 2 separate species, BH4NO3 in total at a distorted geometry (ωB97M-V with the def2-TZVPD basis set).

Element x y z (Å)
B: -0.895 0.399 -0.087
N: 2.309 -0.357 0.822
O: -0.481 -0.352 -1.118
O: -2.274 0.548 0.116
O: -0.198 0.835 0.951
H: 1.431 -0.828 0.585
H: 2.686 0.643 0.729
H: -1.176 -0.681 -1.700
H: -2.615 0.692 0.953

Cartesian forces, eV/Å:
-2.690 -1.066 0.184
2.001 0.266 0.917
0.903 -0.083 -0.851
1.014 -0.393 -3.133
1.505 0.736 1.026
0.084 1.544 -0.518
-2.104 -1.823 -0.461
-0.002 0.184 0.258
-0.711 0.634 2.578

Results
Calculated total energy: -8372.565 eV
HOMO level (spin up / spin down): -9.8 / -10.5 eV
Energy relative to the best compared isomer or geometry (same formula, charge and spin): 64.5 kcal/mol
HOMO-LUMO gap (spin up / spin down): 9.328 / 7.996 eV
Molar mass: 76.848 g/mol

Let us look at the Mulliken charges, expressed in e, one per atom: 0.60 -0.52 -0.48 -0.50 -0.30 0.30 0.28 0.32 0.29